## P
17
Properties=species:S:1:pos:R:3 method="wB97M-V/def2-TZVPD" spin_multiplicity=1 total_charge=+1 homo_energy_ev=-14.928 lumo_ev=-3.63 molar_mass_da=104.1 smiles="C[NH2+][C@@H](C)C(=O)O"
C 1.97413 0.49893 -0.22504
N 0.48657 0.82876 -0.09303
C -0.27881 -0.42235 -0.16494
C -0.13543 -1.07813 1.22509
C -1.78191 -0.20967 -0.60555
O -2.63767 -1.01638 -0.74068
O -1.99630 1.10030 -0.89458
H 2.41201 0.92940 0.70666
H 2.39160 0.79057 -1.15313
H 2.11920 -0.50767 0.00175
H 0.23447 1.37004 0.77089
H 0.30176 1.42245 -1.00776
H -0.00733 -1.10779 -1.16475
H 0.88282 -1.27742 1.45238
H -0.49342 -0.59868 2.10941
H -0.70166 -2.05883 1.27695
H -2.77002 1.33646 -1.49368

## Q
17
Properties=species:S:1:pos:R:3 method="wB97M-V/def2-TZVPD" spin_multiplicity=1 total_charge=+1 homo_energy_ev=-14.854 lumo_ev=-3.89 molar_mass_da=104.1 smiles="C[C@H](O)[C@@H]([NH3+])C=O"
C -1.95661 -0.13984 -0.16054
C -0.61211 0.09173 0.55583
O -0.60478 1.24689 1.37645
C 0.63457 0.28926 -0.32435
N 1.82205 -0.01216 0.55772
C 0.79186 -0.64942 -1.51347
O 1.88756 -1.05063 -1.79792
H -2.68205 0.52264 0.31313
H -1.92204 -0.13241 -1.24374
H -2.38489 -1.09506 0.14508
H -0.45466 -0.78611 1.19460
H -1.45665 1.68440 1.47223
H 0.66817 1.31889 -0.66221
H 2.68693 0.30211 0.10535
H 1.91537 -1.02598 0.62346
H 1.73336 0.33337 1.51403
H -0.06608 -0.89769 -2.15567

## R
17
Properties=species:S:1:pos:R:3 method="wB97M-V/def2-TZVPD" spin_multiplicity=1 total_charge=+1 homo_energy_ev=-14.467 lumo_ev=-3.43 molar_mass_da=104.1 smiles="[NH3+][C@@H](CO)CC=O"
N -1.13817 -0.84709 -0.33832
C -0.65295 0.50043 0.07828
C 0.07852 0.41134 1.39023
O -0.79968 -0.38891 2.23220
C 0.24219 1.13748 -1.01646
C 1.41169 0.24521 -1.33841
O 1.25584 -0.93392 -1.54317
H -1.67324 -0.87765 -1.20348
H -0.38163 -1.53771 -0.30607
H -1.77444 -1.13557 0.41241
H -1.52837 1.12449 0.22720
H 1.02010 -0.11949 1.31921
H 0.22738 1.38529 1.85222
H -0.65786 -0.11280 3.15108
H 0.61282 2.09199 -0.63498
H -0.40438 1.39155 -1.86295
H 2.44706 0.55110 -1.11629

## S
17
Properties=species:S:1:pos:R:3 method="wB97M-V/def2-TZVPD" spin_multiplicity=1 total_charge=+1 homo_energy_ev=-14.584 lumo_ev=-3.28 molar_mass_da=104.1 smiles="[NH3+][C@@H](CO)CC=O"
N 0.22459 1.17885 -0.68902
C 0.44168 -0.21042 -0.15523
C 0.98008 -0.07732 1.26795
O 1.77001 1.10343 1.36886
C -0.77770 -1.09085 -0.30483
C -2.04293 -0.57785 -0.96149
O -2.16101 0.52133 -1.45565
H 0.10590 1.15376 -1.70301
H -0.63714 1.58529 -0.33063
H 1.02731 1.76439 -0.42977
H 1.27813 -0.55386 -0.76573
H 0.17905 0.00021 1.99376
H 1.52220 -0.97194 1.57127
H 2.67771 0.91109 1.63772
H -1.14098 -1.43080 0.67478
H -0.55188 -2.03017 -0.79291
H -2.89501 -1.27513 -0.92607

It turns out S is the most stable, with the second structure 12.4 kJ/mol higher.

## P
9
Properties=species:S:1:pos:R:3 method="wB97M-V/def2-TZVPD" spin_multiplicity=1 total_charge=0 homo_energy_ev=-10.544 lumo_ev=-2.42 molar_mass_da=115.0 smiles="O=C1NOC(=O)C1=O"
O 0.37940 0.03745 2.18225
C 0.29603 0.06088 0.99163
N 0.62644 1.12771 0.20074
O 0.23083 0.89459 -1.20440
C -0.22538 -0.40281 -1.19543
O -0.45838 -0.92055 -2.27073
C -0.34796 -0.97218 0.09865
O -0.63545 -1.98450 0.66096
H 0.13448 2.15940 0.53633

## Q
9
Properties=species:S:1:pos:R:3 method="wB97M-V/def2-TZVPD" spin_multiplicity=1 total_charge=0 homo_energy_ev=-11.693 lumo_ev=-0.61 molar_mass_da=115.0 smiles="O=c1ncoc(=O)o1"
O -1.41625 0.67098 -1.96966
C -0.90266 0.40879 -0.93823
N -0.68088 -1.01909 -0.63838
C 0.16640 -1.29310 0.15783
O 1.08051 -0.33681 0.95522
C 0.59494 0.91594 0.84925
O 1.31336 1.87160 1.14294
O -0.73337 1.19540 0.32794
H 0.57794 -2.41369 0.11311

It turns out Q is the most stable, with the second structure 150.1 kJ/mol higher.